[1]
This record from OMol25 describes C4H8O3 in the gas phase. The level of theory is ωB97M-V/def2-TZVPD.

Output
SMILES: C[C@@H](O)[C@@H](O)C=O
E_HOMO: -0.3773 Ha
LUMO energy: 0.02633 hartree
spin multiplicity: 1
relative energy (zero: lowest compared OMol25 entry of this formula, charge and spin): 133.2 kJ/mol
strongest force on any atom: 0.525 eV Å⁻¹
Kohn-Sham gap: 10.98 eV

Element x y z (Å)
C (0.4687, -1.6342, -0.3889)
C (0.7178, -0.3884, 0.4460)
O (1.7867, 0.3021, -0.1463)
C (-0.5071, 0.5600, 0.5682)
O (-0.0547, 1.8469, 0.9020)
C (-1.3787, 0.6430, -0.6665)
O (-1.6081, 1.7054, -1.2004)
H (1.3305, -2.3019, -0.3086)
H (-0.4243, -2.1817, -0.0669)
H (0.3637, -1.3570, -1.4435)
H (0.9756, -0.6896, 1.4749)
H (1.7764, 1.1832, 0.2609)
H (-1.1623, 0.1676, 1.3649)
H (-0.4429, 2.4383, 0.2300)
H (-1.8415, -0.2938, -1.0259)

[2]
This record from OMol25 describes C4H8O3 in the gas phase at a distorted geometry. The level of theory is ωB97M-V/def2-TZVPD.

Output
SMILES: OCC1(CO)CO1
E_HOMO: -0.3741 Ha
LUMO energy: 0.01912 hartree
spin multiplicity: 1
relative energy (zero: lowest compared OMol25 entry of this formula, charge and spin): 500.7 kJ/mol
strongest force on any atom: 2.790 eV Å⁻¹
Kohn-Sham gap: 10.70 eV

Element x y z (Å)
O (-2.3587, 0.2126, -0.3135)
C (-1.3288, -0.4331, 0.3913)
C (0.0508, 0.1312, 0.0771)
C (1.1926, -0.6122, 0.7362)
O (2.4468, -0.2819, 0.2008)
C (0.1720, 1.5485, -0.2829)
O (0.1112, 0.2134, -1.3436)
H (-2.1088, 0.1802, -1.2502)
H (-1.5485, -0.3332, 1.4552)
H (-1.2935, -1.5088, 0.1488)
H (1.2209, -0.3542, 1.8003)
H (0.9861, -1.6917, 0.6553)
H (2.3967, -0.4469, -0.7506)
H (0.8739, 1.3351, -1.2333)
H (-0.8128, 2.0410, -0.2910)

[3]
This record from OMol25 describes C4H8O3 in the gas phase at a distorted geometry. The level of theory is ωB97M-V/def2-TZVPD.

Output
SMILES: COC(=O)[C@@H](C)O
E_HOMO: -0.3795 Ha
LUMO energy: 0.02915 hartree
spin multiplicity: 1
relative energy (zero: lowest compared OMol25 entry of this formula, charge and spin): 158.6 kJ/mol
strongest force on any atom: 1.175 eV Å⁻¹
Kohn-Sham gap: 11.12 eV

Element x y z (Å)
C (2.2184, 0.1313, 0.2766)
O (0.8534, 0.1836, 0.5988)
C (0.0336, -0.7658, 0.1450)
O (0.3331, -1.7749, -0.4504)
C (-1.3211, -0.1753, 0.2775)
C (-1.0366, 0.9901, -0.8675)
O (-2.3633, -1.1153, 0.1604)
H (2.6893, -0.4543, 1.0606)
H (2.5650, 1.1670, 0.2954)
H (2.3779, -0.3163, -0.7071)
H (-1.4548, 0.2911, 1.2619)
H (-0.2616, 1.7433, -0.6037)
H (-1.9468, 1.5363, -1.0655)
H (-0.6365, 0.5416, -1.7942)
H (-2.0191, -1.9646, -0.1657)

[4]
This record from OMol25 describes 2 unconnected molecules or ions with the total composition C4H8O3. The level of theory is ωB97M-V/def2-TZVPD.

Output
SMILES: C=CCOC=O.O
E_HOMO: -0.3879 Ha
LUMO energy: 0.03242 hartree
spin multiplicity: 1
relative energy (zero: lowest compared OMol25 entry of this formula, charge and spin): 150.3 kJ/mol
strongest force on any atom: 0.493 eV Å⁻¹
Kohn-Sham gap: 11.44 eV

Element x y z (Å)
C (1.0216, -1.5340, -0.7531)
C (-0.0469, -0.7923, -1.0332)
C (0.0008, 0.6968, -1.2086)
O (-1.0467, 1.3384, -0.4570)
C (-0.7232, 1.7585, 0.7665)
O (0.3703, 1.6855, 1.2719)
H (0.9613, -2.6175, -0.6895)
H (1.9977, -1.0841, -0.5820)
H (-1.0202, -1.2565, -1.1882)
H (-0.2051, 0.9658, -2.2482)
H (0.9689, 1.1036, -0.9072)
H (-1.6049, 2.2074, 1.2429)
O (-0.5398, -0.9232, 2.1568)
H (-0.1939, -1.3777, 1.3786)
H (0.0601, -0.1708, 2.2503)

[5]
This record from OMol25 describes C4H8O3 in the gas phase. The level of theory is ωB97M-V/def2-TZVPD.

Output
SMILES: C[C@@H](O)COC=O
E_HOMO: -0.3813 Ha
LUMO energy: 0.03251 hartree
spin multiplicity: 1
relative energy (zero: lowest compared OMol25 entry of this formula, charge and spin): 90.8 kJ/mol
strongest force on any atom: 0.447 eV Å⁻¹
Kohn-Sham gap: 11.26 eV

Element x y z (Å)
C (1.3285, -1.2161, 0.9094)
C (0.0615, -0.5597, 0.3921)
O (-0.9137, -0.6410, 1.4078)
C (0.3064, 0.9099, -0.0196)
O (0.0396, 1.1406, -1.4176)
C (-1.2423, 1.0568, -1.7613)
O (-2.1562, 0.7889, -1.0188)
H (1.7234, -0.6582, 1.7636)
H (2.0900, -1.2453, 0.1217)
H (1.1136, -2.2350, 1.2421)
H (-0.2737, -1.1103, -0.4998)
H (-1.7269, -0.2753, 1.0312)
H (1.3468, 1.2136, 0.1043)
H (-0.3370, 1.5637, 0.5777)
H (-1.3602, 1.2675, -2.8327)

[6]
This record from OMol25 describes C4H8O3 in the gas phase. The level of theory is ωB97M-V/def2-TZVPD.

Output
SMILES: C=C(OC)OCO
E_HOMO: -0.3050 Ha
LUMO energy: 0.02829 hartree
spin multiplicity: 1
relative energy (zero: lowest compared OMol25 entry of this formula, charge and spin): 255.8 kJ/mol
strongest force on any atom: 0.471 eV Å⁻¹
Kohn-Sham gap: 9.07 eV

Element x y z (Å)
C (0.3942, -0.6290, 1.5298)
C (-0.2992, -0.0611, 0.5453)
O (-1.6525, -0.1006, 0.5816)
C (-2.5326, 0.1000, -0.5079)
O (0.3163, 0.6292, -0.4647)
C (1.6282, 0.1251, -0.8199)
O (2.6911, 0.2855, 0.0743)
H (1.4247, -0.3417, 1.6536)
H (-0.0917, -1.2848, 2.2321)
H (-2.4525, -0.6850, -1.2688)
H (-3.5349, 0.0490, -0.0665)
H (-2.4019, 1.0839, -0.9656)
H (1.5477, -0.9577, -0.9501)
H (1.8375, 0.6572, -1.7471)
H (3.1010, 1.1547, -0.0097)

[7]
This record from OMol25 describes 2 unconnected molecules or ions with the total composition C4H8O3. The level of theory is ωB97M-V/def2-TZVPD.

Output
E_HOMO: -0.3469 Ha
LUMO energy: -0.00506 hartree
spin multiplicity: 1
relative energy (zero: lowest compared OMol25 entry of this formula, charge and spin): 420.7 kJ/mol
strongest force on any atom: 0.622 eV Å⁻¹
Kohn-Sham gap: 9.30 eV

Element x y z (Å)
C (-2.6970, -0.3917, 0.8717)
C (-0.6484, -0.7123, -1.5088)
O (0.0906, 0.3012, -1.0744)
C (1.0520, 0.0025, -0.0975)
O (0.8384, -0.7230, 0.8228)
C (2.3340, 0.7498, -0.3478)
O (3.2366, 0.5741, 0.6993)
H (-2.5280, -0.5350, 1.9418)
H (-2.3727, 0.6143, 0.5872)
H (-3.7602, -0.5078, 0.6460)
H (-1.3595, -0.1773, -2.1807)
H (-2.1160, -1.1392, 0.3201)
H (2.7355, 0.3943, -1.3106)
H (2.0955, 1.8136, -0.4749)
H (2.9071, -0.1549, 1.2469)

[8]
This record from OMol25 describes C4H8O3 in the gas phase. The level of theory is ωB97M-V/def2-TZVPD.

Output
SMILES: CC[C@@H](O)C(=O)O
E_HOMO: -0.3971 Ha
LUMO energy: 0.02398 hartree
spin multiplicity: 1
relative energy (zero: lowest compared OMol25 entry of this formula, charge and spin): 106.0 kJ/mol
strongest force on any atom: 0.832 eV Å⁻¹
Kohn-Sham gap: 11.46 eV

Element x y z (Å)
C (1.3882, 0.7321, -0.5719)
C (-0.1870, 0.6968, -0.7429)
C (-1.0949, -0.1529, 0.2243)
O (-2.0668, -0.8888, -0.4601)
C (-0.1955, -1.0730, 1.0116)
O (-0.2528, -2.2755, 0.9720)
O (0.6977, -0.3849, 1.7330)
H (1.8382, -0.2196, -0.2559)
H (1.7944, 1.4839, 0.1295)
H (1.8316, 0.9668, -1.5408)
H (-0.6040, 1.7116, -0.7893)
H (-0.3874, 0.2387, -1.7124)
H (-1.6040, 0.4882, 0.9650)
H (-1.8549, -1.8238, -0.2885)
H (0.6971, 0.5004, 1.3265)

[9]
This record from OMol25 describes 2 unconnected molecules or ions with the total composition C4H8O3 at a distorted geometry. The level of theory is ωB97M-V/def2-TZVPD.

Output
SMILES: C=C(C)O.O=CO
E_HOMO: -0.3604 Ha
LUMO energy: 0.01533 hartree
spin multiplicity: 1
relative energy (zero: lowest compared OMol25 entry of this formula, charge and spin): 182.3 kJ/mol
strongest force on any atom: 1.553 eV Å⁻¹
Kohn-Sham gap: 10.22 eV

Element x y z (Å)
C (-0.8915, 0.1517, 0.8992)
C (0.2305, 0.7493, 1.3698)
C (0.1907, 2.1677, 1.8522)
O (1.4491, 0.0848, 1.6278)
H (-1.8207, 0.7337, 0.9184)
H (-0.9799, -0.8848, 0.6371)
H (-0.8066, 2.5957, 1.6372)
H (0.3972, 2.2098, 2.9545)
H (0.9856, 2.7878, 1.3234)
H (2.0510, 0.6687, 2.1278)
O (-0.8166, -2.1702, -2.3488)
C (-0.1263, -1.3588, -1.7968)
O (-0.2251, -0.0429, -1.9614)
H (0.6546, -1.6559, -1.0639)
H (-0.1597, 0.3120, -1.0223)

[10]
This record from OMol25 describes a gas-phase ion, C4H8O3P (charge -1) at a distorted geometry. The level of theory is ωB97M-V/def2-TZVPD.

Output
E_HOMO (alpha / beta): -0.0946 / -0.1605 Ha
LUMO energy (alpha / beta): 0.12586 / 0.10820 hartree
spin multiplicity: 3
relative energy (zero: lowest compared OMol25 entry of this formula, charge and spin): 119.5 kJ/mol
strongest force on any atom: 7.553 eV Å⁻¹
charge: -1
Kohn-Sham gap (alpha / beta): 6.00 / 7.31 eV

Element x y z (Å)
C (1.5495, -1.6008, -0.0248)
C (-1.0417, -1.0015, 0.6005)
C (2.5724, -0.5071, -0.2426)
C (-1.1143, 1.8348, -0.3701)
O (-2.9345, 0.6641, 1.4430)
O (-3.0336, 0.0452, -1.0120)
O (0.2654, -0.9148, 0.2248)
P (-2.2324, 0.3918, 0.1514)
H (1.7008, -2.3656, 0.6028)
H (-1.4513, -1.7153, 1.2335)
H (2.1966, 0.2437, -0.8443)
H (3.3213, -0.8619, -0.8165)
H (3.0764, -0.2585, 0.6263)
H (-0.6230, 2.2346, 0.3845)
H (-0.4357, 1.3707, -1.2413)
H (-1.8159, 2.4406, -0.7153)

[11]
This record from OMol25 describes a molecular structure, C4H8O3Zn at a distorted geometry. The level of theory is ωB97M-V/def2-TZVPD.

Output
E_HOMO: -0.2372 Ha
LUMO energy: -0.01315 hartree
spin multiplicity: 1
relative energy (zero: lowest compared OMol25 entry of this formula, charge and spin): 0.0 kJ/mol
strongest force on any atom: 2.969 eV Å⁻¹
Kohn-Sham gap: 6.10 eV

Element x y z (Å)
C (0.0312, -1.6832, 0.3724)
H (-0.6623, -1.7431, 1.2215)
H (0.8416, -2.3652, 0.6656)
H (-0.0833, -2.2341, -0.5777)
O (1.6654, -0.3377, 1.2128)
C (2.6289, 0.1661, 0.2505)
H (3.4242, 0.7219, 0.7861)
H (3.0327, -0.6538, -0.3814)
O (-0.6022, 2.4004, -0.1650)
C (-1.6599, 1.8592, -0.4560)
C (-1.7596, 0.3704, -0.5270)
O (-0.4862, -0.1732, -0.5351)
Zn (0.9343, 1.0761, -0.2409)
H (-2.5974, 2.4412, -0.4838)
H (-2.3073, 0.1164, -1.4569)
H (-2.4002, 0.0387, 0.3146)

[12]
This record from OMol25 describes a molecular structure, C4H8O8S2. The level of theory is ωB97M-V/def2-TZVPD.

Output
E_HOMO: -0.4060 Ha
LUMO energy: 0.00827 hartree
spin multiplicity: 1
relative energy (zero: lowest compared OMol25 entry of this formula, charge and spin): 10.2 kJ/mol
strongest force on any atom: 0.945 eV Å⁻¹
Kohn-Sham gap: 11.27 eV

Element x y z (Å)
C (-8.7860, 15.7216, -12.2263)
C (-10.0214, 14.8285, -12.3796)
O (-9.7047, 13.9088, -13.4504)
S (-8.2925, 14.1992, -14.1041)
O (-8.4296, 14.3666, -15.5003)
O (-7.3411, 13.3009, -13.5817)
O (-8.0761, 15.6355, -13.4495)
H (-8.1614, 15.4540, -11.3726)
H (-9.0910, 16.7569, -12.0829)
H (-10.9106, 15.3711, -12.6916)
H (-10.2367, 14.2420, -11.4901)
C (-11.1032, 18.6525, -9.9218)
C (-12.5465, 19.0495, -9.5831)
O (-13.2945, 17.8138, -9.5949)
S (-12.3525, 16.5830, -9.8941)
O (-12.9860, 15.7214, -10.8049)
O (-11.7935, 16.0889, -8.6981)
O (-11.2403, 17.4355, -10.6610)
H (-10.5197, 18.4834, -9.0140)
H (-10.5914, 19.3675, -10.5575)
H (-12.9647, 19.6843, -10.3638)
H (-12.6689, 19.5147, -8.6094)